C2H5F2N3O2P2 | the ωB97M-V functional and the def2-TZVPD basis

Gap between HOMO and LUMO = 8.40 eV
Energy relative to the best compared isomer or geometry (same formula, charge and spin) = 5.085 eV
Maximum force = 4.1 eV/A

The geometry in ORCA input format:
```
! RIJCOSX wB97M-V def2-TZVPD def2/J DEFGRID3
* xyz 0 1
C -0.30 2.69 0.48
C -1.07 1.78 0.23
N 2.05 0.73 -1.19
N -2.48 -1.74 -0.81
N 0.13 -1.13 -0.77
O 1.18 0.16 1.28
O -1.68 0.71 -0.18
F 2.28 -1.71 0.15
F -0.56 -1.18 2.06
P 1.47 -0.26 -0.16
P -1.37 -0.84 -0.25
H -0.06 3.67 0.89
H 2.97 0.99 -1.52
H -3.42 -1.52 -0.90
H 0.45 -2.05 -1.07
H 0.40 -0.29 1.76
*
```


C3H3Cl2F | the ωB97M-V functional and the def2-TZVPD basis

Gap between HOMO and LUMO = 10.48 eV
Energy relative to the best compared isomer or geometry (same formula, charge and spin) = 0.043 eV
SMILES string = F/C(=C\Cl)CCl
Maximum force = 1.3 eV/A

The geometry in ORCA input format:
```
! RIJCOSX wB97M-V def2-TZVPD def2/J DEFGRID3
* xyz 0 1
F 0.71 1.77 -0.04
C 0.02 0.59 0.05
C 0.70 -0.55 0.10
Cl 2.42 -0.61 -0.02
C -1.45 0.82 0.04
Cl -2.34 -0.71 -0.04
H 0.19 -1.54 0.07
H -1.78 1.30 0.99
H -1.67 1.47 -0.81
*
```


C23H17CdCl5N2O3 | the ωB97M-V functional and the def2-TZVPD basis

Gap between HOMO and LUMO = 4.96 eV
Energy relative to the best compared isomer or geometry (same formula, charge and spin) = 14.983 eV
Maximum force = 4.7 eV/A

The geometry in ORCA input format:
```
! RIJCOSX wB97M-V def2-TZVPD def2/J DEFGRID3
* xyz -2 1
Cd -0.04 -0.36 -0.47
O 1.69 -0.48 -1.86
C 2.51 -1.35 -2.30
C 2.65 -1.56 -3.71
C 3.56 -2.43 -4.24
C 4.44 -3.16 -3.41
C 4.33 -2.97 -2.05
C 3.39 -2.12 -1.47
C 3.36 -2.06 -0.02
N 2.42 -1.62 0.71
C 2.62 -1.75 2.15
C 1.98 -0.58 2.90
N 0.58 -0.65 2.65
C -0.29 -0.38 3.51
C -1.72 -0.33 3.21
C -2.59 0.24 4.13
C -3.86 0.66 3.77
C -4.26 0.52 2.44
C -3.44 -0.10 1.51
C -2.16 -0.60 1.86
O -1.41 -1.24 1.05
H 1.97 -1.00 -4.34
H 3.61 -2.56 -5.31
H 5.16 -3.84 -3.83
H 4.99 -3.53 -1.38
H 4.25 -2.50 0.46
H 3.68 -1.85 2.40
H 2.10 -2.65 2.48
H 2.36 0.37 2.51
H 2.25 -0.65 3.97
H -0.02 -0.11 4.55
H -2.23 0.42 5.13
H -4.52 1.14 4.49
H -5.21 0.92 2.11
H -3.74 -0.19 0.47
Cl -0.94 2.62 0.53
C -1.54 2.32 -1.24
C -1.22 1.08 -1.77
C -1.68 0.73 -3.01
Cl -1.34 -0.89 -3.63
C -2.42 1.59 -3.81
Cl -2.91 1.15 -5.42
C -2.72 2.85 -3.29
Cl -3.63 3.94 -4.30
C -2.29 3.23 -2.01
Cl -2.80 4.84 -1.54
C -1.16 4.11 0.68
O 0.32 1.67 0.53
H -2.21 2.02 0.71
H -0.71 4.77 1.40
H -1.17 2.33 2.10
*
```


- Among the records above, which one has the lowest energy relative to the best compared isomer or geometry (same formula, charge and spin)?
  C3H3Cl2F